## w
# C2H2BrO2S

A structure of composition C2H2BrO2S (ωB97M-V/def2-TZVPD, OMol25).

The geometry in XYZ format:
```
8
Properties=species:S:1:pos:R:3:lowdin_charge:R:1
C -0.11 -0.69 -0.27 -0.8029
C 0.61 0.50 0.11 -1.3184
O -1.37 -0.62 -0.75 0.0376
O 0.48 -1.75 -0.13 -0.0506
S 0.29 2.04 -0.38 0.4068
Br 2.46 0.26 0.56 0.5641
H -0.64 0.01 1.72 0.1106
H -1.72 0.25 -0.86 0.0527
```

## Properties
- charge = -1
- frontier orbital gap (alpha / beta) (eV) = 7.6 / 6.5

---

## x
# C2H2BrO2S

A structure of composition C2H2BrO2S (ωB97M-V/def2-TZVPD, OMol25).

The geometry in XYZ format:
```
8
Properties=species:S:1:pos:R:3:lowdin_charge:R:1
C -1.07 0.37 0.30 -0.5516
C 0.17 -0.43 0.61 -0.5993
O -1.66 0.04 -0.94 -0.0626
O -1.66 1.12 1.10 0.0308
S 1.12 -0.97 -0.58 0.5668
Br 3.61 0.63 -0.54 -0.5662
H 0.42 -0.52 1.71 0.0758
H -0.93 -0.24 -1.67 0.1063
```

## Properties
- charge = -1
- frontier orbital gap (alpha / beta) (eV) = 6.7 / 6.7

---

Least stable: w